91
Properties=species:S:1:pos:R:3 method="wB97M-V/def2-TZVPD" multiplicity=3 fmax_ha_per_bohr=0.076 homo_ev="-4.98 / -4.98" s2=2.00 gap_ha="0.183 / 0.183" e_tot_ev=-165664.86373
C -1.91 -0.44 -5.25
C -1.42 -1.58 -4.38
H -1.17 -0.23 -6.03
H -2.05 0.46 -4.64
H -2.87 -0.70 -5.73
C -0.83 -2.68 -4.90
C -0.34 -2.80 -6.30
H -0.56 -3.52 -4.26
H 0.24 -1.91 -6.60
H -1.14 -2.94 -7.04
H 0.31 -3.67 -6.37
Pr -0.34 1.33 1.13
Cl -2.12 3.34 1.80
C -0.24 -2.09 1.57
O 0.42 -1.02 1.38
N 0.18 -3.07 2.36
C 1.57 -3.12 2.81
C -0.71 -4.13 2.82
H -1.20 -2.26 1.06
H 2.01 -2.11 2.75
H 2.16 -3.83 2.20
H 1.59 -3.49 3.84
H -1.75 -3.77 2.81
H -0.42 -4.41 3.85
H -0.63 -5.03 2.20
H 0.80 3.26 5.21
H -0.61 4.73 5.10
C 1.37 3.48 4.29
C -0.59 5.01 4.03
N 0.49 4.25 3.41
H 1.69 2.54 3.81
C 0.64 4.18 2.09
O 1.24 3.21 1.53
H -1.54 4.73 3.54
H 0.15 4.98 1.51
H 2.26 4.08 4.53
H -0.43 6.10 3.90
H 0.97 0.54 -3.70
H 2.32 -2.35 -3.62
C 2.06 0.49 -3.45
C 2.96 -1.76 -2.94
N 2.27 -0.56 -2.46
H 2.39 1.46 -3.03
C 1.78 -0.41 -1.21
O 1.36 0.65 -0.71
H 3.26 -2.40 -2.09
H 1.80 -1.37 -0.64
H 2.63 0.23 -4.35
H 3.85 -1.47 -3.51
O -0.68 -0.46 -3.04
C -1.61 -1.43 -2.87
C -0.04 -3.11 -1.76
C -1.33 -2.67 -1.99
H 0.77 -2.45 -2.13
C 0.23 -4.29 -1.06
H -2.60 -1.00 -2.63
C -2.39 -3.40 -1.43
H 1.27 -4.62 -0.95
C -0.82 -5.02 -0.52
C -2.14 -4.57 -0.72
H -3.41 -3.03 -1.53
H -0.63 -5.91 0.09
H -2.96 -5.16 -0.29
Si -0.22 3.77 -2.29
Cl -1.39 1.88 -1.25
C 1.47 4.13 -1.54
C -1.35 5.15 -1.61
C -0.11 4.00 -4.13
H 1.79 3.45 -0.74
H 1.45 5.16 -1.13
H 2.23 4.16 -2.34
H 0.77 3.48 -4.56
H 0.05 5.08 -4.32
H -1.02 3.70 -4.65
H -1.10 5.46 -0.58
H -2.41 4.83 -1.67
H -1.25 6.06 -2.23
Br -5.51 0.06 1.01
C -5.01 0.00 2.81
C -6.00 0.18 3.79
C -5.66 0.16 5.15
C -4.34 -0.15 5.53
C -3.36 -0.34 4.56
C -3.68 -0.22 3.21
C -2.51 0.01 2.34
O -1.45 0.35 3.01
O -2.51 -0.04 1.07
H -7.03 0.36 3.49
H -6.42 0.40 5.89
H -4.07 -0.21 6.58
H -2.32 -0.52 4.85